[1]
Below is a structure of composition C39H62GeN5O3ReS2Si, with properties calculated with ωB97M-V with the def2-TZVPD basis set.

Values from the calculation:
Gap between HOMO and LUMO (spin up / spin down): 0.284 / 0.277 hartree
Calculated total energy: -143230.6029 eV
LUMO level (spin up / spin down): -0.109 / -0.121 hartree
<S²>: 3.773
HOMO (spin up / spin down): -10.70 / -10.82 eV
Relative energy (zero: lowest compared OMol25 entry of this formula, charge and spin): 0.0 kcal/mol

Structure (ORCA input):
```
! RIJCOSX wB97M-V def2-TZVPD def2/J DEFGRID3
* xyz 1 4
Re 14.08 9.51 11.28
C 15.04 11.90 12.97
N 14.31 10.66 13.27
C 15.13 9.68 14.05
C 13.18 11.03 14.20
C 12.44 12.33 13.99
N 11.56 12.39 12.86
C 11.28 13.76 12.48
C 10.28 11.77 13.18
H 15.22 12.41 13.93
H 14.47 12.50 12.28
H 15.99 11.61 12.54
H 15.71 10.22 14.80
H 15.87 9.16 13.41
H 14.47 8.95 14.51
H 13.65 11.13 15.18
H 12.57 10.17 14.28
H 13.12 13.17 13.89
H 11.87 12.52 14.95
H 10.70 14.27 13.27
H 10.70 13.76 11.54
H 12.28 14.26 12.42
H 9.71 12.37 13.90
H 10.43 10.77 13.61
H 9.70 11.62 12.26
O 14.10 6.80 14.87
S 13.36 6.40 13.71
O 13.79 5.30 12.88
N 13.21 7.77 12.73
C 11.94 8.09 12.60
S 11.65 9.43 11.66
C 10.97 7.30 13.37
C 9.64 7.53 13.62
C 8.95 6.65 14.46
C 9.59 5.61 15.10
C 10.97 5.40 14.89
C 11.60 6.27 14.03
H 9.18 8.39 13.15
H 7.88 6.80 14.62
H 9.00 4.95 15.74
H 11.53 4.66 15.41
C 13.52 11.24 6.87
Ge 12.59 11.56 8.56
C 10.85 10.70 8.60
C 12.26 13.48 8.83
C 13.58 11.22 10.22
H 13.28 12.04 6.18
H 13.12 10.38 6.35
H 14.63 11.11 6.95
H 10.17 11.29 7.96
H 10.41 10.62 9.61
H 10.82 9.68 8.16
H 11.37 13.70 8.24
H 13.11 14.11 8.48
H 12.06 13.69 9.85
H 12.99 11.74 11.03
H 14.50 11.80 10.07
C 15.08 6.81 10.17
C 15.21 5.65 9.14
N 14.30 5.90 7.98
C 12.93 5.96 8.46
C 12.76 6.96 9.65
N 14.02 7.82 9.78
C 14.24 8.35 8.39
C 14.63 7.21 7.36
H 16.06 7.26 10.31
H 14.77 6.42 11.17
H 14.98 4.66 9.53
H 16.18 5.58 8.72
H 12.63 4.96 8.80
H 12.32 6.25 7.58
H 12.61 6.40 10.57
H 11.89 7.60 9.41
H 14.97 9.12 8.33
H 13.27 8.76 8.08
H 15.69 7.23 7.10
H 14.07 7.32 6.41
C 19.07 11.87 8.76
C 17.67 11.83 9.46
C 16.65 12.51 8.55
C 17.65 12.72 10.76
Si 17.44 10.05 10.04
O 15.93 9.74 10.95
C 18.79 9.69 11.26
C 18.61 10.02 12.60
C 19.61 9.84 13.58
C 20.83 9.32 13.17
C 21.05 9.05 11.83
C 20.07 9.27 10.90
C 17.54 8.78 8.69
C 17.26 9.19 7.39
C 17.59 8.36 6.31
C 18.09 7.07 6.55
C 18.27 6.64 7.85
C 17.99 7.46 8.93
H 19.32 12.89 8.48
H 19.10 11.26 7.87
H 19.87 11.52 9.44
H 16.95 13.54 8.38
H 15.64 12.52 8.95
H 16.63 12.09 7.55
H 18.00 13.70 10.47
H 18.31 12.33 11.52
H 16.61 12.79 11.07
H 17.68 10.43 12.91
H 19.45 10.23 14.58
H 21.68 9.14 13.89
H 22.03 8.72 11.55
H 20.36 9.03 9.90
H 16.90 10.20 7.18
H 17.49 8.72 5.29
H 18.40 6.46 5.72
H 18.66 5.66 8.01
H 18.28 7.21 9.94
*
```

Mulliken population analysis, charges in e, atoms 1 to 8: atom 1 (Re): 2.184, atom 2 (C): -0.887, atom 3 (N): 1.333, atom 4 (C): -1.394, atom 5 (C): -1.276, atom 6 (C): -1.463, atom 7 (N): 0.867, atom 8 (C): -1.405



[2]
Below is a cluster of 2 separate species, C39H64BrCl2N5O2P in total, with properties calculated with ωB97M-V with the def2-TZVPD basis set.

Values from the calculation:
Gap between HOMO and LUMO: 0.292 hartree
Calculated total energy: -157397.1120 eV
LUMO level: -0.078 hartree
HOMO: -10.05 eV

Structure (ORCA input):
```
! RIJCOSX wB97M-V def2-TZVPD def2/J DEFGRID3
* xyz 1 1
C 1.80 -7.90 4.26
C 2.55 -8.18 2.93
O 2.70 -9.29 2.50
N 3.05 -6.99 2.23
C 2.10 -6.71 1.13
C 0.97 -5.67 1.54
C 1.54 -4.46 2.31
C 0.42 -3.58 3.04
C -0.92 -3.83 2.31
N -1.74 -4.70 2.89
C -2.86 -4.86 2.12
C -3.85 -5.81 2.59
N -3.59 -6.48 3.86
C -3.25 -7.65 3.69
O -3.17 -8.79 3.40
C -5.01 -6.11 1.91
C -6.05 -7.12 2.41
N -7.25 -6.46 3.00
C -5.25 -5.43 0.64
C -6.50 -5.76 -0.17
Cl -8.02 -4.92 0.09
C -6.39 -6.73 -1.09
C -7.51 -7.19 -2.01
Cl -4.83 -7.55 -1.30
C -4.34 -4.51 0.17
Br -4.68 -3.59 -1.50
C -3.13 -4.22 0.89
N -2.26 -3.30 0.36
C -1.16 -3.12 1.06
C -0.16 -2.13 0.45
C -0.71 -0.66 0.37
C -1.12 -0.32 -1.09
C -1.82 -0.32 1.40
H 0.72 -8.02 4.05
H 2.17 -8.63 4.99
H 2.03 -6.86 4.57
H 3.92 -7.28 1.77
H 1.54 -7.64 0.87
H 2.57 -6.35 0.20
H 0.51 -5.38 0.57
H 0.26 -6.25 2.16
H 2.19 -4.85 3.11
H 2.10 -3.78 1.63
H 0.68 -2.51 2.93
H 0.35 -3.82 4.11
H -6.38 -7.71 1.53
H -5.65 -7.84 3.14
H -7.68 -7.18 3.58
H -7.91 -6.36 2.23
H -7.14 -7.18 -3.06
H -8.41 -6.58 -1.89
H -7.69 -8.26 -1.78
H 0.01 -2.48 -0.59
H 0.83 -2.15 0.94
H 0.15 0.01 0.60
H -2.04 -0.86 -1.39
H -0.32 -0.59 -1.82
H -1.26 0.78 -1.21
H -2.79 -0.70 1.03
H -1.89 0.78 1.47
H -1.56 -0.69 2.41
C -0.80 8.15 0.02
C -0.82 6.78 -0.65
C -0.02 5.72 0.11
C 1.51 5.81 -0.03
P 2.26 5.16 -1.53
C 1.59 3.50 -1.78
C 1.60 2.47 -0.63
C 2.93 1.81 -0.27
C 3.71 1.24 -1.45
C 4.02 4.93 -1.28
C 4.97 6.10 -0.98
C 5.36 7.00 -2.15
C 5.71 6.29 -3.45
C 1.79 5.96 -3.07
C 2.18 7.38 -3.51
C 2.00 8.52 -2.50
C 0.82 9.43 -2.82
H 0.22 8.52 0.15
H -1.34 8.87 -0.59
H -1.27 8.10 1.00
H -0.47 6.86 -1.68
H -1.86 6.44 -0.71
H -0.36 4.73 -0.21
H -0.27 5.79 1.17
H 1.94 5.21 0.78
H 1.85 6.82 0.17
H 2.06 3.07 -2.67
H 0.54 3.65 -2.06
H 0.91 1.67 -0.92
H 1.18 2.92 0.27
H 2.72 0.99 0.43
H 3.56 2.50 0.30
H 3.15 0.45 -1.95
H 4.65 0.81 -1.10
H 3.96 2.01 -2.18
H 4.41 4.32 -2.09
H 4.08 4.31 -0.39
H 5.89 5.66 -0.59
H 4.56 6.71 -0.18
H 6.23 7.60 -1.84
H 4.57 7.73 -2.32
H 6.60 5.66 -3.33
H 5.90 7.01 -4.24
H 4.89 5.65 -3.80
H 0.71 5.86 -3.15
H 2.18 5.29 -3.85
H 1.60 7.60 -4.41
H 3.21 7.36 -3.85
H 2.90 9.14 -2.51
H 1.91 8.14 -1.48
H 1.00 9.97 -3.76
H 0.68 10.17 -2.04
H -0.11 8.87 -2.93
*
```

Mulliken population analysis, charges in e, atoms 1 to 8: atom 1 (C): -0.714, atom 2 (C): 0.448, atom 3 (O): -0.530, atom 4 (N): -0.296, atom 5 (C): -1.187, atom 6 (C): 0.092, atom 7 (C): -0.469, atom 8 (C): -1.326